i) 27
Properties=species:S:1:pos:R:3:mulliken_charge:R:1 method="wB97M-V/def2-TZVPD" homo_lumo_gap_ev=9.347 smiles=CC[C@@]1(SC)Cn2ccnc2CO1 lumo_energy_ev=0.7
C 3.144 0.708 -2.093 -0.503
C 2.774 1.331 -0.936 -0.230
C 1.095 0.314 -1.901 0.495
C -0.321 -0.156 -1.940 -0.378
C 0.382 1.496 0.091 -1.021
C -0.520 0.180 0.462 0.592
C -0.436 -1.824 2.093 -1.339
C -3.187 -0.649 0.623 -0.555
C 0.138 -0.458 1.742 -0.420
N 2.100 0.133 -2.690 -0.751
N 1.411 1.109 -0.834 0.283
O -0.605 -0.708 -0.609 -0.416
S -2.304 0.913 0.830 -0.093
H 4.072 0.855 -2.626 0.398
H 3.338 2.053 -0.325 0.348
H -0.884 0.716 -2.417 0.198
H -0.508 -1.143 -2.475 0.308
H -0.335 2.234 -0.319 0.388
H 0.844 1.934 1.061 0.272
H -1.079 -1.662 2.865 0.391
H 0.384 -2.479 2.425 0.360
H -1.063 -2.210 1.296 0.327
H -3.761 -0.378 -0.294 0.345
H -3.562 -0.752 1.666 0.318
H -2.373 -1.350 0.346 -0.007
H 1.173 -0.513 1.422 0.330
H 0.083 0.304 2.534 0.362


ii) 27
Properties=species:S:1:pos:R:3:mulliken_charge:R:1 method="wB97M-V/def2-TZVPD" homo_lumo_gap_ev=8.512 lumo_energy_ev=0.2
C 1.600 1.302 0.124 0.674
C 1.454 -0.018 0.084 0.018
C -0.617 1.671 -0.759 0.505
C -1.796 -1.148 1.975 -0.811
C -2.090 -0.378 0.956 -0.040
C 2.909 1.884 0.560 -1.301
C -2.735 -0.269 -1.305 -1.570
C 2.150 -2.418 -0.560 -0.985
C -1.531 -0.583 -0.457 0.221
N 0.641 2.150 -0.394 -0.092
N -0.515 0.417 -0.763 -0.420
O -1.499 2.466 -1.022 -0.716
S 1.332 -1.499 0.750 -0.045
H -2.473 -1.202 2.829 0.258
H -0.939 -1.788 2.017 0.182
H -3.023 0.195 1.026 0.292
H 2.758 2.409 1.519 0.357
H 3.314 2.674 -0.104 0.323
H 3.626 1.065 0.931 0.301
H -3.625 -0.945 -0.913 0.331
H -2.533 -0.455 -2.320 0.408
H -2.872 0.738 -1.065 0.481
H 1.436 -2.431 -1.459 0.263
H 2.150 -3.434 -0.417 0.483
H 3.156 -2.016 -0.653 0.303
H -0.963 -1.542 -0.529 0.276
H 0.685 3.155 -0.054 0.304


Stability summary: most stable i), least stable ii).


i) 13
Properties=species:S:1:pos:R:3:mulliken_charge:R:1 method="wB97M-V/def2-TZVPD" homo_lumo_gap_ev=8.365 lumo_energy_ev=-0.3
C -0.226 -1.435 -0.628 -0.081
C 0.016 0.939 -0.711 0.050
C 0.653 0.613 2.700 -0.291
H -1.741 -0.182 -3.144 0.175
H 0.340 -1.483 0.488 0.329
H -0.181 1.829 -1.359 0.406
H 0.817 -0.325 3.481 0.224
H 0.205 1.557 2.998 0.345
N -0.390 -0.244 -1.344 -0.062
N 0.428 1.290 0.475 -0.454
N 0.917 0.258 1.488 -0.263
S -0.411 0.056 -3.031 -0.111
S -0.427 -2.875 -1.413 -0.268


ii) 13
Properties=species:S:1:pos:R:3:mulliken_charge:R:1 method="wB97M-V/def2-TZVPD" homo_lumo_gap_ev=8.588 smiles="CNc1n[nH]c(=S)s1" lumo_energy_ev=0.6
C -2.123 -0.928 0.116 -0.880
C -0.042 0.342 -0.126 0.523
C 2.402 -0.068 -0.055 0.210
H -2.023 -1.216 1.159 0.336
H -1.805 -1.791 -0.506 0.279
H -3.189 -0.750 -0.095 0.319
H -1.839 1.156 -0.057 0.265
H 2.555 1.973 0.028 0.206
N -1.396 0.281 -0.233 -0.227
N 0.597 1.462 -0.036 -0.809
N 1.946 1.197 -0.015 0.254
S 3.959 -0.569 -0.022 -0.366
S 0.958 -1.091 -0.157 -0.112


iii) 13
Properties=species:S:1:pos:R:3:mulliken_charge:R:1 method="wB97M-V/def2-TZVPD" homo_lumo_gap_ev=8.703 lumo_energy_ev=0.0
C -0.963 -0.706 0.975 -0.011
C 1.181 0.251 0.254 -0.003
C -0.422 0.603 -2.639 -0.274
H 0.493 -0.951 3.355 0.143
H -1.099 -0.860 -0.089 0.266
H 2.201 0.221 0.675 0.411
H -1.386 0.758 -3.076 0.280
H 0.411 0.334 -3.283 0.326
N 0.222 -0.078 1.240 -0.057
N 1.022 0.592 -0.955 -0.354
N -0.295 0.769 -1.380 -0.343
S 0.690 0.294 2.868 -0.084
S -2.055 -1.226 2.054 -0.300


Stability summary: most stable ii), least stable i).


i) 143
Properties=species:S:1:pos:R:3:lowdin_spin:R:1 method="wB97M-V/def2-TZVPD" multiplicity=2 charge=-2 homo_lumo_gap_ev="5.847 / 5.430" lumo_energy_ev="3.3 / 2.9"
Cs -0.407 -0.518 -0.012 0.008
C -3.972 -1.876 2.503 0.000
C -3.138 -2.843 1.737 0.000
N -1.948 -2.589 1.250 0.000
C -1.548 -3.741 0.605 0.000
C -2.524 -4.700 0.711 0.000
N -3.517 -4.110 1.435 0.000
C -2.725 -6.103 0.207 0.000
O -1.772 -6.580 -0.479 0.000
O -3.764 -6.663 0.571 0.000
C -0.231 -3.822 -0.075 0.001
O 0.045 -4.929 -0.704 0.001
O 0.553 -2.877 -0.032 0.017
H -3.340 -1.058 2.845 0.000
H -4.435 -2.351 3.370 0.000
H -4.766 -1.461 1.877 0.000
H -4.364 -4.607 1.664 0.000
H -0.718 -5.672 -0.613 0.000
Te -3.826 1.367 -4.260 0.000
C -3.592 2.932 -5.666 0.000
C -2.448 3.716 -5.700 0.000
C -2.354 4.734 -6.635 0.000
N -3.301 5.022 -7.530 0.000
C -4.394 4.260 -7.492 0.000
C -4.587 3.222 -6.596 0.000
C -2.034 1.536 -3.256 0.000
P -1.979 2.313 -1.618 0.000
C -3.017 3.831 -1.781 0.000
C -4.399 3.693 -1.642 0.000
C -5.244 4.789 -1.711 0.000
C -4.718 6.062 -1.895 0.000
C -3.346 6.221 -2.004 0.000
C -2.504 5.116 -1.950 0.000
C -0.304 3.088 -1.553 0.000
C 0.383 3.522 -2.687 0.000
C 1.592 4.186 -2.570 0.000
C 2.131 4.437 -1.310 0.000
C 1.465 3.997 -0.177 0.000
C 0.266 3.303 -0.302 0.000
P -0.820 0.280 -3.488 0.000
C -1.605 -1.362 -3.112 0.000
C -0.980 -2.551 -3.494 0.000
C -1.556 -3.784 -3.227 0.000
C -2.771 -3.857 -2.556 0.000
C -3.383 -2.688 -2.132 0.000
C -2.799 -1.455 -2.400 0.000
C -0.673 0.161 -5.318 0.000
C 0.206 1.059 -5.925 0.000
C 0.334 1.119 -7.304 0.000
C -0.409 0.264 -8.107 0.000
C -1.278 -0.643 -7.517 0.000
C -1.412 -0.691 -6.136 0.000
H -1.643 3.524 -5.002 0.000
H -1.465 5.357 -6.666 0.000
H -5.162 4.491 -8.225 0.000
H -5.505 2.646 -6.635 0.000
H -4.820 2.708 -1.474 0.000
H -6.314 4.651 -1.613 0.000
H -5.374 6.923 -1.940 0.000
H -2.921 7.209 -2.130 0.000
H -1.436 5.266 -2.031 0.000
H -0.049 3.321 -3.661 0.000
H 2.115 4.518 -3.460 0.000
H 3.067 4.975 -1.217 0.000
H 1.857 4.197 0.813 0.000
H -0.240 2.963 0.599 0.000
H -0.028 -2.508 -4.014 0.000
H -1.049 -4.694 -3.523 0.000
H -3.213 -4.822 -2.338 0.000
H -4.313 -2.733 -1.577 0.000
H -3.279 -0.545 -2.052 0.000
H 0.793 1.723 -5.299 0.000
H 1.015 1.833 -7.752 0.000
H -0.314 0.307 -9.185 0.000
H -1.869 -1.309 -8.135 0.000
H -2.110 -1.388 -5.691 0.000
C 2.819 1.398 1.847 0.008
N 2.259 2.172 2.924 0.002
C 2.781 3.348 3.434 0.000
C 1.945 3.736 4.419 0.001
N 0.932 2.815 4.527 0.000
B -0.295 2.972 5.489 0.000
N -1.593 3.070 4.633 0.000
C -2.632 2.171 4.710 0.000
C -3.545 2.488 3.770 0.000
N -3.051 3.593 3.099 0.000
C -3.674 4.201 1.947 0.000
C -1.847 3.948 3.634 0.000
S -0.892 5.258 3.130 0.000
C 1.121 1.854 3.600 0.002
S 0.206 0.446 3.326 0.015
H 3.788 1.823 1.592 0.000
H 2.177 1.435 0.966 0.000
H 2.935 0.355 2.150 0.019
H 3.675 3.796 3.036 0.000
H 1.952 4.616 5.036 0.000
H -0.406 1.995 6.199 0.000
H -0.109 3.986 6.124 0.000
H -2.605 1.360 5.416 0.000
H -4.479 2.030 3.496 0.000
H -4.679 4.547 2.195 0.000
H -3.724 3.485 1.127 0.000
H -3.063 5.047 1.640 0.000
C 1.004 -5.269 2.624 0.002
Si 2.773 -4.931 2.078 0.081
C 3.883 -6.079 3.095 0.029
C 3.064 -5.358 0.275 0.000
Ge 3.363 -2.665 2.482 0.543
Si 5.329 -2.144 1.262 0.093
C 6.202 -0.580 1.846 0.001
C 4.934 -1.942 -0.562 0.004
C 6.563 -3.565 1.433 0.032
Si 3.317 -2.081 4.783 0.084
C 3.668 -0.266 5.088 -0.001
C 4.669 -3.069 5.666 0.035
C 1.657 -2.540 5.517 0.000
H 0.536 -6.030 1.994 0.000
H 0.383 -4.372 2.586 0.001
H 0.998 -5.631 3.656 0.000
H 3.649 -7.118 2.838 0.005
H 3.714 -5.953 4.166 0.000
H 4.943 -5.910 2.895 0.001
H 2.639 -6.339 0.048 0.000
H 4.137 -5.389 0.061 0.000
H 2.586 -4.635 -0.387 0.000
H 5.632 0.309 1.577 0.000
H 7.182 -0.509 1.364 0.000
H 6.354 -0.568 2.926 0.000
H 4.211 -1.139 -0.722 0.001
H 4.500 -2.857 -0.973 0.000
H 5.839 -1.705 -1.130 0.000
H 6.813 -3.758 2.479 0.001
H 7.490 -3.331 0.898 0.005
H 6.153 -4.486 1.011 0.000
H 4.582 0.067 4.591 0.000
H 3.782 -0.088 6.162 0.000
H 2.836 0.345 4.735 0.000
H 5.656 -2.829 5.264 0.001
H 4.520 -4.146 5.567 0.001
H 4.671 -2.821 6.733 0.005
H 0.868 -1.956 5.038 0.000
H 1.644 -2.315 6.588 0.000
H 1.441 -3.603 5.385 0.000


ii) 143
Properties=species:S:1:pos:R:3:lowdin_spin:R:1 method="wB97M-V/def2-TZVPD" multiplicity=2 charge=-2 homo_lumo_gap_ev="5.897 / 5.509" lumo_energy_ev="3.3 / 2.9"
Cs -0.136 0.134 -0.020 0.024
C -2.645 -3.507 2.684 0.000
C -2.048 -3.639 1.329 0.001
N -1.096 -2.890 0.827 0.003
C -0.865 -3.363 -0.437 0.000
C -1.696 -4.427 -0.696 0.001
N -2.420 -4.598 0.451 0.000
C -1.970 -5.298 -1.853 0.000
O -1.261 -5.080 -2.926 0.001
O -2.832 -6.159 -1.771 0.000
C 0.203 -2.807 -1.312 0.015
O 0.307 -3.274 -2.478 0.015
O 0.952 -1.921 -0.835 0.105
H -2.369 -2.541 3.099 0.000
H -2.276 -4.293 3.348 0.000
H -3.732 -3.588 2.632 0.000
H -3.141 -5.296 0.531 0.000
H -0.599 -4.290 -2.756 0.000
Te -4.510 3.568 1.796 0.000
C -6.496 3.039 2.311 0.000
C -7.556 3.926 2.134 0.000
C -8.838 3.528 2.473 0.000
N -9.136 2.335 2.984 0.000
C -8.112 1.500 3.176 0.000
C -6.798 1.799 2.864 0.000
C -3.901 1.529 1.394 0.000
P -2.441 0.985 2.293 0.000
C -1.235 2.332 2.680 0.000
C -1.186 3.561 2.036 0.000
C -0.329 4.557 2.485 0.000
C 0.507 4.322 3.562 0.000
C 0.514 3.074 4.170 0.000
C -0.345 2.084 3.728 0.000
C -3.227 0.955 3.971 0.000
C -3.924 -0.205 4.312 0.000
C -4.626 -0.305 5.503 0.000
C -4.660 0.774 6.375 0.000
C -3.994 1.943 6.039 0.000
C -3.279 2.035 4.852 0.000
P -3.535 1.399 -0.390 0.000
C -3.774 -0.408 -0.717 0.000
C -4.386 -1.285 0.172 0.000
C -4.770 -2.549 -0.250 0.000
C -4.503 -2.973 -1.545 0.000
C -3.844 -2.124 -2.422 0.000
C -3.495 -0.847 -2.010 0.000
C -5.226 1.813 -1.056 0.000
C -5.375 2.774 -2.050 0.000
C -6.637 3.154 -2.491 0.000
C -7.768 2.565 -1.950 0.000
C -7.630 1.587 -0.972 0.000
C -6.370 1.213 -0.535 0.000
H -7.383 4.909 1.713 0.000
H -9.683 4.194 2.320 0.000
H -8.373 0.536 3.603 0.000
H -6.004 1.080 3.028 0.000
H -1.796 3.733 1.156 0.000
H -0.308 5.513 1.978 0.000
H 1.187 5.094 3.901 0.000
H 1.188 2.878 4.997 0.000
H -0.353 1.111 4.208 0.000
H -3.913 -1.039 3.621 0.000
H -5.151 -1.221 5.752 0.000
H -5.204 0.702 7.310 0.000
H -4.039 2.795 6.708 0.000
H -2.751 2.949 4.620 0.000
H -4.586 -0.947 1.184 0.000
H -5.299 -3.207 0.432 0.000
H -4.788 -3.967 -1.868 0.000
H -3.626 -2.454 -3.431 0.000
H -3.032 -0.161 -2.713 0.000
H -4.495 3.234 -2.484 0.000
H -6.737 3.923 -3.248 0.000
H -8.754 2.862 -2.286 0.000
H -8.511 1.133 -0.532 0.000
H -6.268 0.459 0.232 0.000
C -2.155 3.200 -3.162 0.000
N -1.326 4.027 -2.327 0.000
C -1.743 4.711 -1.202 0.000
C -0.644 5.283 -0.677 0.000
N 0.453 4.958 -1.444 0.000
B 1.886 5.497 -1.111 0.000
N 2.990 4.402 -1.186 0.000
C 3.980 4.369 -2.142 0.000
C 4.876 3.418 -1.812 0.000
N 4.413 2.832 -0.644 0.000
C 5.092 1.856 0.163 0.000
C 3.247 3.439 -0.274 0.000
S 2.358 2.988 1.087 0.002
C 0.034 4.184 -2.477 0.000
S 0.909 3.531 -3.760 0.000
H -3.112 3.693 -3.337 0.000
H -2.329 2.227 -2.695 0.000
H -1.633 3.049 -4.104 0.000
H -2.766 4.720 -0.872 0.000
H -0.549 5.920 0.183 0.000
H 1.829 5.901 0.024 0.000
H 2.193 6.364 -1.899 0.000
H 3.955 5.030 -2.987 0.000
H 5.770 3.081 -2.306 0.000
H 5.978 1.512 -0.368 0.000
H 4.435 1.013 0.371 0.000
H 5.374 2.297 1.122 0.000
C 5.907 -3.775 0.127 0.029
Si 4.439 -2.756 -0.560 0.066
C 3.825 -3.672 -2.100 -0.001
C 5.276 -1.159 -1.160 0.000
Ge 2.686 -2.405 1.065 0.468
Si 2.082 -4.692 1.554 0.063
C 0.746 -4.760 2.917 0.000
C 3.488 -5.738 2.325 0.026
C 1.528 -5.740 0.060 -0.001
Si 3.501 -1.608 3.246 0.114
C 4.796 -2.672 4.164 0.041
C 1.976 -1.496 4.376 0.003
C 4.233 0.142 3.215 0.002
H 6.741 -3.760 -0.579 0.004
H 5.633 -4.817 0.301 0.000
H 6.262 -3.364 1.075 0.001
H 4.504 -3.540 -2.945 0.000
H 2.844 -3.292 -2.397 0.000
H 3.718 -4.743 -1.910 0.000
H 5.923 -1.363 -2.018 0.000
H 5.893 -0.726 -0.370 0.000
H 4.540 -0.414 -1.469 0.000
H 1.207 -4.893 3.899 0.000
H 0.044 -5.583 2.760 0.000
H 0.180 -3.830 2.934 0.000
H 3.838 -5.299 3.261 0.000
H 4.349 -5.825 1.661 0.000
H 3.125 -6.747 2.540 0.004
H 1.358 -5.118 -0.820 0.000
H 0.601 -6.280 0.263 0.000
H 2.296 -6.471 -0.205 0.000
H 4.373 -3.625 4.486 0.000
H 5.163 -2.148 5.050 0.007
H 5.653 -2.891 3.523 0.001
H 1.614 -2.484 4.671 0.000
H 1.164 -0.993 3.844 0.002
H 2.185 -0.925 5.284 0.000
H 5.204 0.165 2.715 0.000
H 4.371 0.511 4.235 0.000
H 3.566 0.840 2.701 0.000


Stability summary: most stable i), least stable ii).


i) 13
Properties=species:S:1:pos:R:3:mulliken_charge:R:1 method="wB97M-V/def2-TZVPD" homo_lumo_gap_ev="6.391 / 6.392" lumo_energy_ev="-1.3 / -1.3"
C -2.286 -0.518 -0.220 -0.357
C -1.148 -1.266 -0.385 -0.960
C -0.147 -0.278 0.047 0.576
C 1.139 -0.676 -0.094 0.111
C 2.240 0.297 0.047 -1.026
N -0.658 0.896 0.363 -0.644
N -1.941 0.729 0.337 0.188
H -3.254 -0.857 -0.251 0.474
H 1.192 -1.622 -0.671 0.411
H 1.973 1.105 0.660 0.374
H 2.320 0.816 -0.920 0.278
H 3.143 -0.140 0.571 0.323
H -2.572 1.515 0.517 0.252


ii) 13
Properties=species:S:1:pos:R:3:mulliken_charge:R:1 method="wB97M-V/def2-TZVPD" homo_lumo_gap_ev=9.504 smiles=c1cn2c(n1)CC2 lumo_energy_ev=0.9
C -1.390 -0.568 0.009 -0.455
C -1.343 0.996 0.141 -0.376
C 0.161 0.799 0.133 0.129
N 1.373 1.270 0.004 -0.687
C 2.121 0.110 -0.124 -0.308
C 1.348 -1.032 -0.101 -0.280
N 0.079 -0.543 0.099 0.175
H -1.752 -0.930 -0.956 0.271
H -1.874 -1.110 0.825 0.266
H -1.752 1.536 -0.716 0.238
H -1.770 1.391 1.066 0.224
H 3.198 0.160 -0.220 0.410
H 1.600 -2.080 -0.160 0.392


iii) 13
Properties=species:S:1:pos:R:3:mulliken_charge:R:1 method="wB97M-V/def2-TZVPD" homo_lumo_gap_ev=11.336 smiles="C=C[C@H](C#N)N=C" lumo_energy_ev=0.9
N 1.990 0.431 1.750 -0.427
C 1.436 0.398 0.733 0.128
C 0.673 0.329 -0.544 0.226
C 0.313 -1.129 -0.840 -0.149
C -0.645 -1.765 -0.167 -0.659
C -0.956 1.693 0.474 -0.313
N -0.537 1.147 -0.589 -0.415
H 1.345 0.703 -1.322 0.284
H 0.895 -1.633 -1.622 0.297
H -1.245 -1.297 0.619 0.245
H -0.838 -2.811 -0.371 0.273
H -1.888 2.262 0.420 0.266
H -0.450 1.638 1.460 0.244


iv) 13
Properties=species:S:1:pos:R:3:mulliken_charge:R:1 method="wB97M-V/def2-TZVPD" homo_lumo_gap_ev=10.665 smiles=N#C[C@H]1C[C@H]2CN21 lumo_energy_ev=0.9
N 1.090 0.424 2.313 -0.580
C 0.734 -0.449 1.634 0.374
C 0.239 -1.031 0.386 0.079
C -1.170 -0.499 0.036 -0.708
C -0.465 0.336 -1.024 -0.062
C 0.686 1.156 -0.485 -0.279
N 0.871 -0.288 -0.770 -0.495
H 0.391 -2.108 0.316 0.364
H -1.706 0.051 0.813 0.264
H -1.804 -1.296 -0.359 0.278
H -0.869 0.385 -2.048 0.285
H 0.854 1.551 0.558 0.253
H 1.174 1.715 -1.289 0.228


Stability summary: most stable ii), least stable i).